Molecular formula: C33H96N12O12
Method: DFT, ωB97M-V/def2-TZVPD

Structure (XYZ):
```
153
Properties=species:S:1:pos:R:3:forces:R:3
C -1.6327 -1.3665 4.1439 1.30 0.07 -1.16
O -1.5219 -1.2053 2.6806 0.04 0.50 2.05
C -2.4639 -1.9590 1.9720 -0.92 -0.29 0.92
C -2.2441 -3.4606 2.1297 0.85 -0.65 -2.68
C -0.8719 -3.8492 1.5756 0.42 -0.77 1.11
N -3.2041 -4.2816 1.2918 0.39 1.00 2.12
H -1.1615 -0.4952 4.5986 -0.32 0.21 -0.18
H -0.9965 -2.1894 4.4695 -0.10 -0.34 -0.11
H -2.6282 -1.5274 4.5576 -0.27 0.18 -0.49
H -3.4449 -1.7527 2.4000 -0.55 0.13 0.09
H -2.5240 -1.5606 0.9592 0.47 -0.44 -0.28
H -2.3308 -3.7327 3.1816 -0.11 -0.13 -0.07
H -0.0353 -3.3993 2.1103 -0.06 0.62 -0.37
H -0.8165 -3.7464 0.4919 0.03 0.45 0.03
H -0.7007 -4.9073 1.7731 -0.29 -0.26 -0.12
H -3.3197 -3.8090 0.4067 -0.10 0.01 -0.48
H -4.0511 -4.1382 1.8229 -0.82 -0.38 -0.44
C -3.0635 3.2460 -1.7717 0.20 -0.48 1.05
O -3.3560 3.6548 -0.3794 0.35 0.01 -1.73
C -3.5631 2.5610 0.5123 0.23 -0.15 -1.20
C -5.0028 2.0738 0.5269 -0.01 0.46 0.04
C -5.2266 1.0947 1.6545 -1.20 -0.12 -0.50
N -5.5022 1.4699 -0.7879 0.16 1.54 1.42
H -2.1284 2.6884 -1.8260 0.19 -0.12 0.39
H -2.9061 4.0752 -2.4613 -0.49 0.38 0.57
H -3.8243 2.5609 -2.1458 0.03 0.30 -0.16
H -2.9270 1.7274 0.2151 0.26 -0.23 0.03
H -3.2014 2.9144 1.4779 -0.42 -0.14 0.21
H -5.6188 2.9617 0.6697 -0.01 0.19 0.36
H -6.1571 0.5644 1.4519 -0.06 -0.33 -0.28
H -5.5296 1.6131 2.5642 1.04 -0.11 0.38
H -4.4391 0.3412 1.6713 0.10 0.16 0.65
H -6.4680 1.7094 -0.6146 -1.01 -1.18 -0.10
H -5.3926 2.2603 -1.4069 0.70 -0.06 -0.88
C -0.6700 2.7096 3.9881 0.37 -0.69 0.15
O -0.2284 3.3377 5.1760 0.11 1.33 0.19
C 1.1245 3.0836 5.4700 0.77 -0.87 1.24
C 1.5451 3.4346 6.9738 -0.48 0.03 0.65
C 1.4905 4.9069 7.2957 -0.11 1.29 -1.29
N 2.8603 2.8881 7.4255 -0.69 -0.15 -1.42
H -1.4962 3.2232 3.4964 -0.51 -0.04 0.87
H -0.8522 1.6885 4.3231 -0.65 -0.23 -0.79
H 0.0266 2.6658 3.1509 0.89 0.07 0.25
H 1.3373 2.0193 5.3693 -0.13 -0.47 0.11
H 1.7452 3.5115 4.6829 0.42 0.71 0.18
H 0.8530 2.9715 7.6771 -0.51 -0.41 -0.53
H 1.7180 5.2652 8.2996 -0.04 -0.73 0.28
H 0.5361 5.3544 7.0181 -0.18 -0.07 -0.01
H 2.2329 5.3957 6.6648 0.16 0.27 -0.17
H 3.5464 3.2645 6.7871 0.50 0.02 -0.03
H 3.0422 3.3318 8.3144 0.12 -0.07 0.18
C -0.4569 -1.8894 -2.4039 0.68 1.27 1.38
O -0.9343 -0.5154 -2.3041 0.18 -0.69 -0.81
C 0.0885 0.4742 -2.2729 -0.04 0.18 1.18
C 0.8033 0.5818 -0.8720 -0.63 0.19 -2.74
C -0.1440 0.8056 0.2572 -0.04 -0.74 0.03
N 1.7742 1.6791 -0.9669 0.00 -1.44 -0.15
H 0.1658 -2.0580 -3.2825 -0.30 0.03 -0.26
H -1.2822 -2.5898 -2.2759 -0.16 0.24 -0.36
H 0.1876 -1.9758 -1.5291 0.25 -0.69 -0.02
H 0.8726 0.3186 -3.0139 -0.11 -0.32 -0.28
H -0.4075 1.4144 -2.5138 -0.03 0.14 -0.02
H 1.3187 -0.3784 -0.8511 0.34 0.10 0.71
H -0.9196 0.0399 0.2735 0.05 -0.12 0.32
H -0.6435 1.7682 0.1472 0.19 0.23 0.18
H 0.5044 0.7442 1.1312 -0.61 0.21 0.57
H 2.3979 1.5408 -0.1846 0.46 0.59 0.04
H 1.2919 2.5527 -0.8108 -0.08 0.35 0.21
C -2.3357 0.0627 -5.2198 1.02 0.10 0.29
O -2.9339 -1.0279 -5.8363 -1.96 -1.06 -0.83
C -2.7362 -2.2497 -5.1088 0.93 -0.43 0.67
C -3.5852 -3.5101 -5.4941 0.53 0.72 -1.61
C -3.3387 -3.9109 -7.0237 0.10 1.09 1.83
N -4.9648 -3.2329 -5.2180 -1.22 1.03 -0.43
H -2.3112 0.9733 -5.8184 -0.09 -0.45 -0.76
H -1.3186 -0.2863 -5.0417 0.44 0.73 0.51
H -2.7946 0.4216 -4.2985 -0.22 -0.62 0.48
H -1.6677 -2.4578 -5.1655 0.38 -0.31 -0.15
H -2.9126 -2.0602 -4.0500 -0.27 0.05 0.24
H -3.4454 -4.3704 -4.8396 1.28 0.10 0.02
H -3.4827 -3.0211 -7.6366 -0.62 -0.05 -0.09
H -3.9745 -4.7471 -7.3148 0.24 0.12 -0.09
H -2.2684 -4.0692 -7.1559 0.01 -0.68 0.06
H -5.0443 -2.9861 -4.2419 0.03 -0.58 0.66
H -5.1168 -2.3093 -5.5973 -0.57 0.25 -0.75
C 4.4562 -0.6056 4.3064 0.76 -0.43 1.96
O 4.6786 -0.2105 3.0127 0.65 -0.38 -0.49
C 4.0570 0.9786 2.7205 0.14 0.48 -1.65
C 4.7724 1.7218 1.5788 0.39 0.08 1.14
C 6.0318 2.4461 2.0519 0.89 -0.53 0.52
N 3.8366 2.7149 1.1699 -1.53 1.38 -0.85
H 4.5073 0.2371 4.9959 0.12 0.37 0.11
H 5.2826 -1.2542 4.5969 -0.16 -0.29 -0.03
H 3.5137 -1.0846 4.5718 -0.36 -0.28 -0.69
H 3.0518 0.7566 2.3620 -0.52 0.33 0.28
H 4.0817 1.6595 3.5713 -0.38 0.08 0.33
H 4.9565 1.0497 0.7406 0.14 -0.14 0.08
H 6.8436 2.3575 1.3300 0.00 0.30 -0.03
H 6.4334 2.1026 3.0052 0.02 -0.58 0.01
H 5.8118 3.4901 2.2752 -0.01 0.13 -0.40
H 4.2943 3.5003 0.7297 0.41 -0.27 -0.88
H 3.5032 3.2305 1.9718 -0.50 -0.35 0.67
N -3.5669 -0.8228 -1.3725 1.37 1.98 0.05
C -4.1929 -1.9531 -1.1974 -0.17 -2.22 -1.65
N -5.3850 -1.8000 -0.6375 -1.95 0.17 1.38
O -3.7787 -3.0313 -1.6375 0.34 -0.43 0.45
H -4.0380 0.0124 -1.0550 0.40 0.21 -0.39
H -2.6656 -0.8262 -1.8282 0.05 0.47 0.07
H -5.6557 -0.8423 -0.4657 -0.50 -0.34 0.14
H -6.0003 -2.5754 -0.4367 0.31 0.25 -0.21
N 2.3217 3.5552 -3.1784 -1.21 2.26 1.28
C 3.1579 3.1310 -4.1097 -0.31 0.26 0.08
N 3.1285 1.8106 -4.1104 1.00 -3.24 -1.10
O 3.8183 3.8102 -4.8504 0.75 1.02 -1.38
H 1.8913 4.4568 -3.3268 0.21 -0.20 0.68
H 2.0083 2.8768 -2.4990 -0.38 0.53 0.02
H 3.5605 1.3525 -4.9001 0.09 -0.22 0.57
H 2.6808 1.3139 -3.3535 0.13 -0.12 -0.43
N 1.9642 5.4118 0.7063 1.80 0.47 1.14
C 0.8235 4.9839 0.1857 2.44 0.37 -2.18
N -0.2202 5.2502 0.9205 -2.68 -0.65 0.07
O 0.8164 4.5001 -0.9509 -1.00 -0.43 0.46
H 2.8122 5.2731 0.1756 -0.19 0.25 0.32
H 1.9056 5.8683 1.6054 0.81 -0.04 -0.32
H -0.2081 5.6764 1.8360 -0.37 -0.36 -0.40
H -0.9803 4.8166 0.4162 -1.19 0.48 1.01
C -1.0406 -6.5137 -1.5825 0.75 0.49 -1.71
C -1.0937 -5.7966 -2.9609 1.41 0.88 1.62
O -1.1088 -6.7152 -4.0297 -0.98 -0.09 -0.01
H -1.1473 -5.8150 -0.7527 -0.65 -0.07 -0.13
H -0.0213 -6.8856 -1.4782 -0.19 -0.69 0.04
H -1.7976 -7.2928 -1.6715 0.13 -0.08 0.73
H -0.1816 -5.2251 -3.1329 0.43 0.30 0.53
H -1.8408 -5.0071 -2.8792 -0.94 -0.41 -0.73
H -1.0950 -6.1601 -4.8128 -0.03 -0.26 -0.33
C 2.3521 -2.2819 1.2472 0.72 0.41 0.62
C 2.6119 -3.3249 0.1827 0.78 0.42 1.06
O 3.0364 -2.6336 -0.9230 -0.88 1.24 -3.01
H 1.6683 -1.4930 0.9338 -0.48 -0.41 -0.02
H 3.3067 -1.7602 1.3152 0.18 0.14 0.36
H 2.1268 -2.6413 2.2513 -0.24 -0.11 -0.07
H 1.7288 -3.9188 -0.0531 0.27 -0.27 -0.09
H 3.5333 -3.8610 0.4101 -0.69 -1.22 1.01
H 3.9509 -2.3471 -0.8662 0.22 -0.36 0.22
C 4.7498 -0.2771 -2.1264 0.41 -1.00 0.03
C 6.0995 -1.1211 -2.0117 -1.57 2.10 0.68
O 5.8518 -2.3489 -1.3644 -0.20 -0.52 -0.27
H 4.0973 -0.7652 -2.8504 0.15 0.12 -0.39
H 4.8458 0.7830 -2.3610 0.59 -0.22 -0.41
H 4.0952 -0.2529 -1.2552 0.52 -0.36 0.62
H 6.7820 -0.5960 -1.3434 0.29 0.49 -0.40
H 6.5233 -1.2420 -3.0086 0.06 -0.07 0.01
H 6.7140 -2.7659 -1.2977 -0.12 -0.39 0.20
```
Positions in Å, forces in eV/Å.

The calculation puts the HOMO-LUMO gap at 0.32210 Eh. Its SMILES is COC[C@H](C)N.COC[C@H](C)N.COC[C@H](C)N.COC[C@H](C)N.COC[C@H](C)N.COC[C@H](C)N.NC(N)=O.NC(N)=O.NC(N)=O.CCO.CCO.CCO. The spin multiplicity is 1. Its LUMO energy is -0.096 eV. As for the energy above the lowest of the compared OMol25 structures with the same formula, charge and spin: 88.3 kcal/mol. As for the HOMO energy: -0.32564 Eh.

These are the Löwdin partial charges, in e, on atoms 1 to 4: atom 1 (C): -0.059, atom 2 (O): -0.196, atom 3 (C): -0.247, atom 4 (C): -0.388